A cluster of 7 separate species, H15NO6 in total at a distorted geometry, computed with ωB97M-V with the def2-TZVPD basis set.

Results
SMILES string ... N.O.O.O.O.O.O
LUMO energy ... 0.47 eV
Highest occupied orbital energy ... -10.37 eV
Energy ... -515.2071 hartree
Spin multiplicity ... 1
Energy relative to the best compared isomer or geometry (same formula, charge and spin) ... 32.5 kJ/mol

Each line ends with the Löwdin charge.
CARTESIAN COORDINATES (ANGSTROEM)
N 2.406 1.102 -0.431  0.025
H 1.650 0.530 -0.772  -0.030
H 2.032 1.467 0.447  0.002
H 3.206 0.598 -0.060  0.013
H -2.255 -1.859 -2.420  0.059
H -1.029 -0.873 -2.318  0.021
O -1.359 -1.767 -2.084  -0.061
H -0.103 -1.988 1.541  0.015
H -1.352 -1.919 2.447  0.057
O -0.412 -1.710 2.436  -0.068
H -0.489 2.063 1.034  -0.007
H 0.111 3.402 0.301  0.038
O -0.340 2.567 0.202  -0.079
H 0.459 1.018 -2.944  0.048
H -0.300 1.280 -1.632  0.024
O -0.406 0.938 -2.544  -0.054
H -0.538 0.044 2.458  0.015
H -1.214 1.212 3.121  0.054
O -0.583 1.035 2.420  -0.072
H 0.839 -2.006 -0.446  0.037
H -0.541 -2.505 -0.674  0.010
O 0.216 -2.630 -0.084  -0.048